C4H9ClF2N2 as an isolated structure, computed with ωB97M-V/def2-TZVPD.

Last column: natural (NBO) charge in e.
Geometry (Å):
C  1.6931  2.0999  -0.5346  -0.64
C  1.1355  1.0093  0.3522  0.05
C  -1.2039  -1.2044  -0.3323  0.41
C  -1.7679  -0.7506  0.9977  0.16
H  2.3598  1.6736  -1.2915  0.21
H  2.2616  2.8245  0.0600  0.21
H  0.8848  2.6294  -1.0428  0.21
H  1.9379  0.4635  0.8609  0.16
H  0.4627  1.4235  1.1036  0.15
H  0.2826  -2.4307  -1.0272  0.39
H  0.1290  -2.3760  0.6688  0.40
H  -1.3725  -1.1476  -2.2247  0.33
H  -2.8134  -0.4776  0.8872  0.21
N  -0.0428  -1.9257  -0.2184  -0.81
N  -1.8327  -0.8252  -1.3719  -0.68
F  0.4217  0.1027  -0.4182  -0.38
F  -1.6438  -1.7590  1.9195  -0.35
Cl  -0.8917  0.6705  1.6115  -0.02

E_HOMO   -9.168 eV
Total charge   0
LUMO level   0.854 eV
Total energy   -927.12084 Ha
Largest force on an atom   0.1245 Eh/bohr
Gap between HOMO and LUMO   10.0217 eV

***

One molecule with the formula C4H9ClN2, computed with ωB97M-V/def2-TZVPD.

Last column: natural (NBO) charge in e.
Geometry (Å):
N  -2.1742  -1.0099  0.1835  -0.80
C  -1.0685  -0.7267  -0.6267  -0.24
C  -0.1900  0.4265  -0.0758  0.00
Cl  -1.1394  1.9939  0.0742  -0.08
C  1.1370  0.6035  -0.9030  -0.23
N  1.9361  -0.0465  0.1148  -0.64
C  0.8132  0.1315  1.1051  -0.23
H  -1.8405  -1.3899  1.0322  0.34
H  -2.5523  -0.0641  0.5113  0.35
H  -1.4387  -0.5091  -1.6433  0.20
H  -0.5332  -1.6142  -0.6711  0.21
H  1.2986  0.1071  -1.7813  0.19
H  1.3694  1.6494  -1.1663  0.18
H  2.8886  0.2139  0.3371  0.38
H  0.9933  0.9796  1.7904  0.20
H  0.5005  -0.7450  1.7190  0.18

E_HOMO   -9.055 eV
Total charge   0
LUMO level   0.927 eV
Total energy   -727.45489 Ha
Largest force on an atom   0.0716 Eh/bohr
Gap between HOMO and LUMO   9.9825 eV
Structure (SMILES)   NCC1(Cl)CNC1

***

One molecule with the formula C4H9ClN2O, computed with ωB97M-V/def2-TZVPD.

Last column: natural (NBO) charge in e.
Geometry (Å):
O  -1.2308  -1.7079  0.4788  -0.72
C  -1.9850  -0.6846  -0.0774  -0.14
C  -1.3852  0.1170  -1.1913  -0.06
N  -0.4868  1.0483  -1.2257  -0.19
N  0.1713  1.4458  -0.1150  -0.45
C  0.7840  0.5607  0.8714  -0.29
C  2.2198  0.1256  0.4700  -0.36
Cl  2.2733  -1.0370  -0.9167  -0.09
H  -0.8569  -2.3055  -0.2090  0.48
H  -2.1975  -0.0131  0.7716  0.19
H  -2.9602  -1.0606  -0.4210  0.18
H  -1.6788  0.0284  -2.2417  0.19
H  0.8078  2.1594  -0.4499  0.36
H  0.2015  -0.3888  1.0225  0.26
H  0.7623  1.1412  1.8355  0.22
H  2.8183  0.9547  0.1164  0.21
H  2.7427  -0.3839  1.2814  0.22

E_HOMO   -8.486 eV
Total charge   0
LUMO level   0.784 eV
Total energy   -802.68159 Ha
Largest force on an atom   0.0440 Eh/bohr
Gap between HOMO and LUMO   9.2697 eV
Structure (SMILES)   OC/C=N\NCCCl